C4H14NO6Zr | ωB97M-V with the def2-TZVPD basis set

XYZ file:
```
26
Properties=species:S:1:pos:R:3:forces:R:3
Zr 0.1480 -0.1049 -1.8970 -0.52 0.43 -3.30
O 0.7086 -1.9960 -1.1676 -0.91 -0.33 0.17
H 0.0126 -2.6806 -1.2048 0.56 0.57 -0.01
O 0.1724 -0.5000 -3.8971 0.12 -0.53 -0.41
H -0.1340 -0.5767 -4.8216 0.28 0.21 1.43
O 2.0597 0.6730 -1.7849 0.47 -0.06 0.40
H 2.9350 0.9638 -1.4626 -1.26 -0.41 -0.45
O -0.6191 1.7797 -2.4036 -0.72 -0.10 0.70
H -1.5859 1.6723 -2.4944 0.78 0.14 0.01
C -3.4053 -0.2335 -1.8686 2.74 0.21 1.18
O -2.0243 -0.6187 -1.8480 -0.35 -0.02 0.07
H -3.6674 0.4370 -2.6870 -0.15 -0.32 -0.65
H -4.0717 -1.0875 -1.7481 -0.18 -0.16 -0.44
H -3.5464 0.3943 -0.9887 -0.49 0.22 0.45
C -0.0409 0.2180 1.4224 -0.22 -1.15 -0.01
O 0.1617 0.4466 0.2390 0.09 0.48 1.98
N 0.8785 0.2135 2.4147 0.22 1.57 -1.69
C 0.5983 -0.0701 3.8085 1.18 -1.67 -0.32
C 2.2801 0.4103 2.0945 1.68 0.87 0.23
H -1.0050 -0.1934 1.7591 -0.20 0.46 0.03
H 1.2481 0.4515 4.5112 -0.46 0.96 -0.26
H 1.0607 -1.0550 3.8738 -0.58 -0.69 0.73
H -0.4495 -0.1121 4.1059 0.17 0.26 -0.32
H 2.6843 1.3956 2.3268 -0.53 0.43 1.20
H 2.9057 -0.3044 2.6292 -0.19 -0.19 0.10
H 2.6955 0.4775 1.0890 -1.52 -1.17 -0.77
```
Positions in Å, forces in eV/Å.

## Properties
highest occupied orbital energy	-4.4	eV
LUMO level	0.095	Ha
energy relative to the best compared isomer or geometry (same formula, charge and spin)	0.0	kcal per mole
total charge	-1
Kohn-Sham gap	6.95	eV
energy	-714.2247	hartree

C4H14NOS2 | ωB97M-V with the def2-TZVPD basis set

XYZ file:
```
22
Properties=species:S:1:pos:R:3:forces:R:3
N -0.0266 -1.2337 -0.9280 -0.24 0.17 -0.14
C -0.0552 0.1664 -1.4703 -0.51 0.99 -0.60
C -0.9341 0.2287 -2.7035 -0.69 -0.84 -0.64
C -0.5688 1.1235 -0.3963 0.41 -0.47 0.69
S 0.7479 1.2794 0.8708 0.52 0.79 -0.59
S 0.1930 0.2763 2.4901 -0.55 -0.37 1.29
C -0.4650 1.5859 3.6672 0.50 -1.16 -1.10
H 0.0583 -1.9003 -1.6974 0.00 -0.08 0.11
H 0.7263 -1.4467 -0.2565 0.30 0.15 -0.04
H -0.9281 -1.3615 -0.4636 0.07 -0.38 0.02
H 0.9460 0.4818 -1.7607 0.19 -0.37 0.23
H -1.0549 1.2530 -3.0309 0.01 0.21 0.06
H -1.9354 -0.1948 -2.5525 0.01 0.29 0.39
H -0.5854 -0.3315 -3.5785 0.51 0.07 0.26
H -0.7749 2.1033 -0.8156 0.11 0.06 -0.13
H -1.4787 0.7829 0.1059 -0.02 -0.10 -0.17
H -0.9950 1.0567 4.4520 -0.24 0.00 -0.08
H -1.0933 2.1715 3.0148 -0.26 0.49 0.42
H 0.3856 2.0950 4.0866 0.11 0.41 -0.01
H 2.1957 -3.2429 0.7406 0.16 -0.40 0.54
H 3.2427 -2.2259 0.2143 -0.40 -0.34 0.03
O 2.3998 -2.6669 0.0113 0.00 0.89 -0.53
```
Positions in Å, forces in eV/Å.

## Properties
highest occupied orbital energy	-12.4	eV
LUMO level	-0.111	Ha
energy relative to the best compared isomer or geometry (same formula, charge and spin)	1.4	kcal per mole
total charge	+1
Kohn-Sham gap	9.40	eV
energy	-1086.9461	hartree

C4H14NOSi | ωB97M-V with the def2-TZVPD basis set

XYZ file:
```
21
Properties=species:S:1:pos:R:3:forces:R:3
C -1.9178 -1.1108 0.8739 -0.50 3.00 0.24
C 1.6517 -1.6894 -0.3528 1.37 -0.25 -2.23
C 2.6093 1.2816 -0.0118 -1.22 -1.86 0.79
C -1.6691 0.0158 -0.1486 2.63 0.76 0.35
N -2.3238 1.3826 0.1095 1.43 -1.59 1.09
O 0.0985 0.6525 0.1074 -5.70 -1.02 -0.39
Si 1.3593 0.0875 -0.8404 0.36 0.73 1.37
H -1.4240 -0.6353 1.7194 1.30 -1.11 0.31
H -2.8807 -1.2696 1.4160 -0.13 0.16 -1.57
H -1.5486 -1.9652 0.3618 0.61 -1.01 0.58
H 1.7658 -1.8532 0.7025 0.53 0.23 0.49
H 0.8297 -2.3489 -0.6374 0.07 -0.02 -0.40
H 2.6033 -1.9962 -0.9715 -1.68 0.14 1.40
H 3.1080 1.8938 -0.6534 1.55 1.59 -2.16
H 2.3011 1.9438 0.7869 -0.91 -0.09 0.11
H 3.3292 0.6516 0.4652 0.77 -0.55 0.23
H -1.6933 -0.2526 -1.2191 -0.08 0.43 0.59
H -3.2280 1.4511 -0.3655 0.22 0.36 -0.03
H -2.4614 1.4301 1.1617 0.24 0.45 -1.54
H -1.5507 2.0221 -0.2140 -1.03 -0.15 0.45
H 1.0415 0.3089 -2.2897 0.20 -0.19 0.32
```
Positions in Å, forces in eV/Å.

## Properties
highest occupied orbital energy	-13.7	eV
LUMO level	-0.141	Ha
energy relative to the best compared isomer or geometry (same formula, charge and spin)	53.8	kcal per mole
total charge	+1
Kohn-Sham gap	9.82	eV
energy	-579.9820	hartree

C4H14NOSi | ωB97M-V with the def2-TZVPD basis set

XYZ file:
```
21
Properties=species:S:1:pos:R:3:forces:R:3
C 1.7173 0.2564 0.4158 -2.62 -0.86 0.50
C -0.2826 1.9832 -1.2603 -1.95 -0.25 2.40
C 0.0236 -2.2386 -1.4316 0.64 -1.87 0.62
C -0.7222 -1.6007 -0.5802 0.21 1.62 -0.20
N -1.0096 0.6120 1.6668 -0.23 0.30 -2.82
O -0.9645 -1.8774 0.7505 0.07 -2.00 -0.79
Si 0.3313 1.5402 0.5062 1.08 -0.05 0.62
H 1.4259 -0.7814 0.6707 0.09 0.68 0.53
H 1.9987 0.0981 -0.5642 0.52 0.04 -2.50
H 2.5890 0.5457 0.8935 1.53 0.58 1.42
H -1.3982 1.9702 -1.2473 0.53 -0.73 -0.05
H -0.1848 2.8890 -1.7784 1.04 1.78 -0.01
H 0.1352 1.2516 -1.8895 0.23 -1.25 -0.79
H 0.4417 -1.9585 -2.3732 -0.57 0.57 -0.47
H 0.3508 -3.1977 -1.0891 0.50 -0.73 0.00
H -1.0481 -0.6294 -0.8475 -0.74 0.89 0.05
H -0.5053 0.8936 2.4722 0.07 -0.41 1.58
H -1.0530 -0.4467 1.4367 0.13 1.39 0.90
H -1.9463 1.0482 1.6655 0.60 -0.38 0.15
H -0.7073 -2.8219 0.8962 -0.32 0.98 0.30
H 0.8086 2.4644 1.6872 -0.83 -0.30 -1.44
```
Positions in Å, forces in eV/Å.

## Properties
highest occupied orbital energy	-13.6	eV
LUMO level	-0.111	Ha
energy relative to the best compared isomer or geometry (same formula, charge and spin)	35.8	kcal per mole
total charge	+1
Kohn-Sham gap	10.54	eV
energy	-580.0106	hartree

C4H14NS | ωB97M-V with the def2-TZVPD basis set

XYZ file:
```
20
Properties=species:S:1:pos:R:3:forces:R:3
C 1.6956 2.0986 1.7630 -0.79 -0.78 0.25
C 0.5116 1.4605 1.0368 0.17 0.81 -0.45
C -0.1685 2.4151 0.0405 -0.07 -0.59 0.52
N 1.0074 0.2966 0.1954 -0.67 0.08 0.45
H 2.2855 1.3261 2.2610 0.27 0.09 -0.17
H 2.2803 2.6856 1.0600 0.21 0.11 0.18
H 1.2971 2.6981 2.5796 0.12 0.36 -0.21
H -0.2351 1.0535 1.7154 0.16 -0.13 0.13
H 0.4985 2.5717 -0.8072 -0.16 0.17 -0.13
H -0.4078 3.3724 0.4943 0.16 0.04 0.11
H -1.1170 1.9722 -0.2680 0.08 0.09 -0.35
H 1.4021 -0.4501 0.7683 0.01 0.01 -0.03
H 0.2105 -0.1069 -0.3485 0.58 -0.22 -0.14
H 1.7279 0.6204 -0.4452 0.05 -0.04 -0.21
C -1.8292 -2.2651 -0.1170 0.41 -0.51 0.30
S -0.6816 -1.9512 -1.5044 -0.34 0.18 -0.09
H -1.5542 -1.6652 0.7480 -0.25 0.13 -0.02
H -2.8507 -2.0834 -0.4329 0.06 0.31 -0.13
H -1.7918 -3.3058 0.1994 0.12 -0.03 -0.19
H 0.2967 -2.8198 -1.2143 -0.11 -0.08 0.18
```
Positions in Å, forces in eV/Å.

## Properties
highest occupied orbital energy	-13.3	eV
LUMO level	-0.118	Ha
energy relative to the best compared isomer or geometry (same formula, charge and spin)	0.7	kcal per mole
total charge	+1
Kohn-Sham gap	10.06	eV
energy	-613.4991	hartree

C4H14NS | ωB97M-V with the def2-TZVPD basis set

XYZ file:
```
20
Properties=species:S:1:pos:R:3:forces:R:3
C 0.2912 -0.4620 -2.8052 -0.32 -0.18 -0.41
C 0.7866 0.1181 -1.4954 -0.12 0.06 0.13
C -0.2154 1.0907 -0.8872 0.20 -0.02 0.20
S 0.3092 1.5961 0.8040 -0.15 -0.16 -0.28
H 1.0277 -1.1185 -3.2566 0.18 -0.09 0.03
H 0.0750 0.3064 -3.5486 0.04 0.14 0.12
H -0.6278 -1.0477 -2.6984 0.06 0.07 0.16
H 1.0050 -0.6895 -0.7869 0.00 -0.04 0.00
H 1.7271 0.6338 -1.6627 0.20 0.09 0.04
H -1.2016 0.6496 -0.8052 -0.19 -0.14 -0.06
H -0.2964 1.9820 -1.4960 0.00 0.17 -0.11
H -0.8436 2.1969 1.1238 0.02 0.11 0.10
C -1.1275 -2.2632 1.1742 0.27 0.12 0.19
N -0.1693 -1.3855 1.9424 -0.32 -0.61 -0.30
H -1.0059 -2.0455 0.1203 -0.04 0.02 -0.11
H -0.8818 -3.2996 1.3691 -0.03 -0.10 0.03
H -2.1348 -2.0468 1.5056 -0.10 0.05 -0.04
H -0.2211 -0.3958 1.5978 0.28 0.17 0.20
H 0.7888 -1.7179 1.7946 -0.13 0.23 0.16
H -0.3833 -1.4208 2.9409 0.18 0.11 -0.07
```
Positions in Å, forces in eV/Å.

## Properties
highest occupied orbital energy	-13.4	eV
LUMO level	-0.125	Ha
energy relative to the best compared isomer or geometry (same formula, charge and spin)	3.3	kcal per mole
total charge	+1
Kohn-Sham gap	10.00	eV
energy	-613.4950	hartree